Below is 2 unconnected molecules or ions with the total composition C29H46BFN2O10PS at a distorted geometry, with properties calculated with ωB97M-V/def2-TZVPD.

Geometry (Å):
C 0.3982 -3.7466 4.6845
B 0.8759 -2.2265 4.1589
O 1.5712 -1.3989 5.1687
C 0.6109 -1.7482 2.5711
C 2.0584 -2.1974 1.8399
C 1.9834 -2.1632 0.2030
C 1.6441 -3.6701 -0.4379
C 2.8250 -4.7735 -0.1687
O 2.4035 -6.1191 -0.6812
C 1.4848 -6.7695 0.2802
C -0.1288 -6.9851 -0.0772
O 1.8775 -7.2633 1.4856
O -0.3768 -2.5422 1.8583
C -1.7354 -2.4869 2.3499
C -2.6089 -3.5304 1.3691
C -4.2097 -3.2317 1.5685
C -4.7561 -2.6794 0.0928
F -4.9111 -4.4881 1.9194
C 0.5530 -0.1299 2.3725
O 1.7833 0.5836 2.8540
C 2.4879 1.2258 1.7355
C 1.8325 2.7205 1.4354
C 1.3801 2.9219 -0.1306
C 2.6173 3.3917 -1.1201
C 2.1166 4.5569 -2.2044
C 0.7512 4.1088 -3.0084
C 0.7804 4.5021 -4.6136
C -0.7124 5.0939 -5.0553
S -0.6384 5.2533 -6.9459
C 0.6857 6.5527 -7.2846
N 0.5472 8.0514 -7.4549
N 1.8884 8.4213 -7.7063
C 2.8745 7.2406 -7.7010
O 2.0660 6.0343 -7.4071
C -0.7049 0.6594 3.0372
C -1.1279 0.7412 4.6161
C -2.4372 1.6508 5.1192
C -3.3637 2.5419 4.0605
C -2.9547 2.4443 2.4441
C -1.6698 1.5344 1.9866
H -0.6841 -3.6718 5.1230
H 1.1906 -4.1426 5.4799
H 0.4685 -4.4326 3.7099
H 2.4955 -1.7453 5.3456
H 2.9839 -1.6607 2.3114
H 2.1699 -3.3487 2.1375
H 1.1268 -1.4615 -0.2314
H 2.9800 -1.7891 -0.3218
H 1.4247 -3.5730 -1.6061
H 0.6318 -4.1023 0.0225
H 3.7487 -4.4607 -0.8277
H 3.1233 -4.9248 0.9527
H -0.2825 -7.1925 -1.2294
H -0.6138 -7.8735 0.5477
H -0.7477 -6.0252 0.1785
H -2.2991 -1.4631 2.2436
H -1.9366 -2.8787 3.4322
H -2.2263 -3.4760 0.2635
H -2.4032 -4.6023 1.8266
H -4.3948 -2.4666 2.4426
H -4.7201 -3.6330 -0.6199
H -3.9456 -1.8813 -0.2504
H -5.8271 -2.2204 0.2041
H 0.5382 0.0715 1.1990
H 3.5934 1.4496 2.1271
H 2.6188 0.5645 0.7794
H 2.6606 3.5513 1.6527
H 0.9585 2.9527 2.2145
H 0.8541 1.9433 -0.5065
H 0.5886 3.7893 -0.1530
H 3.4350 3.8966 -0.4447
H 3.0859 2.4798 -1.7060
H 3.0068 4.8208 -2.9546
H 1.8992 5.5599 -1.5954
H 0.6633 2.9433 -2.9165
H -0.1531 4.6298 -2.4688
H 1.6175 5.3244 -4.7848
H 1.0590 3.5434 -5.2546
H -0.7873 6.2043 -4.6418
H -1.6005 4.4290 -4.6764
H 4.0360 7.2375 -7.8998
H -0.5074 0.1546 5.4156
H -2.7627 1.7010 6.2627
H -4.2830 3.2036 4.4265
H -3.5767 3.0658 1.6365
H -1.4245 1.5116 0.8258
O -4.6049 -0.6219 -2.6803
P -3.1088 -0.8168 -2.9771
O -2.5716 -1.9961 -2.1499
O -2.3420 0.4627 -2.6042
O -2.9167 -1.1109 -4.4740

Force components x, y, z for each atom (eV/Å):
1.1 0.1 -0.9
0.1 -0.3 1.2
0.5 -1.6 -2.0
2.3 0.5 0.4
-0.3 -1.5 0.3
-0.4 -0.5 -1.2
-0.6 -0.3 0.2
0.1 1.0 -0.3
-2.5 -0.5 3.0
0.9 -2.3 5.0
0.2 0.0 -0.7
-1.7 3.5 -7.7
-0.2 1.5 1.6
-2.9 -0.8 -1.2
0.4 -0.4 1.7
0.6 0.7 -2.0
0.7 -0.6 1.5
1.0 1.6 -0.2
-0.8 1.4 -1.0
-0.5 -1.1 -2.0
1.1 1.6 0.7
0.5 0.5 -0.3
-0.3 0.4 0.3
-0.3 0.6 -0.1
0.2 0.1 0.3
0.7 -0.1 0.0
-0.4 -0.1 0.9
2.0 0.8 1.0
1.3 1.9 0.0
-0.2 1.4 0.1
5.3 -5.9 0.0
1.7 -3.8 0.2
-5.2 2.2 0.5
-0.8 3.9 -0.5
-4.1 2.7 1.0
-2.0 1.8 -2.6
0.3 0.4 -3.7
3.7 -2.8 -1.5
2.2 -1.8 2.9
-1.0 0.4 2.9
2.1 -0.4 -0.8
-1.9 0.8 -1.5
-0.6 1.2 2.3
-1.8 0.5 -0.2
-1.9 -0.7 -1.0
-0.1 2.3 -0.6
1.7 -1.5 1.2
-1.8 -0.7 1.4
0.7 -0.2 2.6
2.2 1.2 -0.8
-1.7 -0.9 1.4
-0.5 0.5 -2.1
0.5 0.5 2.4
1.6 1.9 -1.3
1.4 -1.6 -0.5
1.7 -1.6 0.1
1.0 0.8 -1.7
-1.0 0.2 1.9
-0.4 1.9 -1.1
0.3 -1.6 -1.6
-0.1 2.4 1.4
-1.8 -1.7 0.1
2.0 -0.9 -0.4
-0.6 -0.5 2.5
-2.3 -0.8 -0.7
-0.7 1.1 1.7
-1.6 -1.8 -0.4
1.8 -0.8 -1.9
1.0 1.9 0.5
1.4 -1.7 0.0
-1.3 -1.1 -1.3
-1.0 1.8 1.2
-1.9 -0.7 1.5
0.5 -2.1 -1.2
-0.2 2.3 -0.1
1.6 -1.2 -1.2
-1.9 -1.6 0.2
-0.7 2.1 1.3
-0.1 -2.4 -0.7
1.7 1.1 -1.1
-3.0 -0.1 0.5
-1.3 1.3 -1.7
1.0 -0.3 -2.7
2.3 -1.7 -0.8
1.6 -1.7 1.9
-0.6 -0.1 2.6
-0.8 0.1 0.0
-0.1 -0.5 0.4
0.4 -0.8 0.9
0.7 0.9 0.1
0.1 0.2 -0.8

Computed properties:
E_LUMO	4.7	eV
net charge	-3
gap between HOMO and LUMO	0.0427	hartree

Mulliken atomic charge list, values in e, 4 entries: -0.59 -0.76 -0.04 0.33